Record 1
A cluster of 2 separate species, C2H9NS2 in total at a distorted geometry, computed with ωB97M-V/def2-TZVPD.

Summary:
LUMO, eV: 0.3
Energy relative to the best compared isomer or geometry (same formula, charge and spin), kcal/mol: 29.2
DFT total energy, eV: -25379.449

Structure (ORCA input):
```
! RIJCOSX wB97M-V def2-TZVPD def2/J DEFGRID3
* xyz 0 1
C -1.0931 1.1961 0.4983
N 0.3654 1.1662 0.4901
C 1.0474 2.2024 1.2689
H -1.5533 2.1433 0.2310
H -1.4438 0.9397 1.5162
H -1.5229 0.3453 -0.0305
H 0.5892 0.3388 1.0357
H 0.5801 2.3313 2.2651
H 2.0691 1.8641 1.4259
H 1.0247 3.1641 0.7632
S -0.4843 -3.2032 -2.9438
S 0.6056 -4.4318 -1.6519
H -1.6371 -3.2582 -2.2397
H 1.4530 -4.7981 -2.6284
*
```

Record 2
The ion C39H31FOP with charge +1 at a distorted geometry, computed with ωB97M-V/def2-TZVPD.

Summary:
LUMO, eV: -3.0
Energy relative to the best compared isomer or geometry (same formula, charge and spin), kcal/mol: 0.0
DFT total energy, eV: -54993.802

Structure (ORCA input):
```
! RIJCOSX wB97M-V def2-TZVPD def2/J DEFGRID3
* xyz 1 1
C 1.2895 -3.9666 2.4520
C 0.5498 -3.8608 1.2745
C 0.0961 -2.6221 0.8423
C 0.4832 -1.4416 1.5065
P 0.1115 0.2199 0.8898
C -1.0271 1.0445 2.0404
C -1.6494 2.2621 1.6900
C -2.5409 2.8758 2.5706
C -2.8051 2.2997 3.8176
C -2.1752 1.1075 4.1820
C -1.2767 0.4947 3.3093
C 1.6589 1.1751 1.0218
C 1.6226 2.5767 1.1588
C 2.8031 3.2958 1.3539
C 4.0345 2.6418 1.4167
C 4.0757 1.2519 1.2974
C 2.9023 0.5235 1.1123
C -0.5081 -0.0925 -0.8672
C -1.9428 0.4709 -1.0114
O -2.2412 1.2330 -1.9276
C -3.0530 0.0318 -0.0597
C -2.9877 -1.0559 0.8277
C -3.9962 -1.2934 1.7635
C -5.0987 -0.4406 1.8253
C -5.1948 0.6427 0.9436
C -4.1934 0.8655 0.0004
C 1.2066 -1.5538 2.7137
C 1.5950 -2.8103 3.1825
H 1.6160 -4.9452 2.8008
H 0.3016 -4.7341 0.6675
H -0.5850 -2.6372 -0.0126
H -1.4554 2.7297 0.7188
H -3.0409 3.8006 2.2706
H -3.5000 2.7797 4.5064
H -2.3811 0.6419 5.1472
H -0.7901 -0.4333 3.6081
H 0.6639 3.0961 1.1566
H 2.7577 4.3770 1.4646
H 4.9565 3.2068 1.5614
H 5.0260 0.7247 1.3495
H 2.9536 -0.5658 1.0465
H -0.6970 -1.1853 -0.9430
H -2.1108 -1.7060 0.8413
H -3.9236 -2.1477 2.4498
H -5.9157 -0.6378 2.5251
H -6.0573 1.3142 0.9669
H -4.2298 1.7363 -0.6575
H 1.4590 -0.6485 3.2814
H 2.1456 -2.8770 4.1225
F 2.7719 -3.9969 -1.5968
C 2.8943 -2.6300 -1.7441
C 4.1563 -2.0641 -1.8313
C 4.2191 -0.6866 -2.0667
C 3.0625 0.0957 -2.0700
C 1.8102 -0.4913 -1.8426
C 0.4898 0.3200 -1.8434
C 0.0361 0.4441 -3.3219
C -0.2290 1.7003 -3.8803
C -0.7616 1.7991 -5.1637
C -0.9623 0.6517 -5.9447
C -0.5166 -0.5718 -5.4411
C 0.0010 -0.6674 -4.1486
C 1.7175 -1.8812 -1.8323
H 5.0463 -2.7093 -1.8045
H 5.2021 -0.2259 -2.2034
H 3.1556 1.1632 -2.2761
H 0.7913 1.3437 -1.5695
H -0.0250 2.6182 -3.3099
H -1.0388 2.7821 -5.5635
H -1.3749 0.7196 -6.9554
H -0.5517 -1.4667 -6.0582
H 0.4108 -1.6141 -3.7978
H 0.7635 -2.3973 -1.9328
*
```

Record 3
An isolated molecule of C11H11P at a distorted geometry, computed with ωB97M-V/def2-TZVPD.

Summary:
LUMO, eV: -0.2
Energy relative to the best compared isomer or geometry (same formula, charge and spin), kcal/mol: 0.0
DFT total energy, eV: -20871.923

Structure (ORCA input):
```
! RIJCOSX wB97M-V def2-TZVPD def2/J DEFGRID3
* xyz 0 1
C 4.1389 -0.8493 -0.0550
C 2.8147 -0.1927 0.0090
C 2.4875 1.0836 0.0272
C 1.0174 1.3257 0.2536
C 0.2760 0.0060 0.1056
C -1.1569 -0.0498 0.0532
C -1.9491 1.0466 0.2302
C -3.3639 0.8472 0.1205
C -3.8722 -0.3382 -0.0353
C -3.0295 -1.4199 -0.2900
C -1.6775 -1.2869 -0.2836
P 1.3717 -1.2996 -0.0111
H 4.9254 -0.3018 -0.5370
H 3.9171 -1.7110 -0.8067
H 4.5303 -1.2678 0.8275
H 3.1420 1.9355 0.0300
H 0.9051 1.7442 1.3097
H 0.4102 1.9376 -0.4599
H -1.5199 2.1568 0.3823
H -3.9875 1.7001 0.3745
H -4.9752 -0.5032 -0.0193
H -3.4210 -2.3910 -0.8020
H -0.9836 -2.1720 -0.4234
*
```

Copy entry 3 word for word.
An isolated molecule of C11H11P at a distorted geometry, computed with ωB97M-V/def2-TZVPD.

Summary:
LUMO, eV: -0.2
Energy relative to the best compared isomer or geometry (same formula, charge and spin), kcal/mol: 0.0
DFT total energy, eV: -20871.923

Structure (ORCA input):
```
! RIJCOSX wB97M-V def2-TZVPD def2/J DEFGRID3
* xyz 0 1
C 4.1389 -0.8493 -0.0550
C 2.8147 -0.1927 0.0090
C 2.4875 1.0836 0.0272
C 1.0174 1.3257 0.2536
C 0.2760 0.0060 0.1056
C -1.1569 -0.0498 0.0532
C -1.9491 1.0466 0.2302
C -3.3639 0.8472 0.1205
C -3.8722 -0.3382 -0.0353
C -3.0295 -1.4199 -0.2900
C -1.6775 -1.2869 -0.2836
P 1.3717 -1.2996 -0.0111
H 4.9254 -0.3018 -0.5370
H 3.9171 -1.7110 -0.8067
H 4.5303 -1.2678 0.8275
H 3.1420 1.9355 0.0300
H 0.9051 1.7442 1.3097
H 0.4102 1.9376 -0.4599
H -1.5199 2.1568 0.3823
H -3.9875 1.7001 0.3745
H -4.9752 -0.5032 -0.0193
H -3.4210 -2.3910 -0.8020
H -0.9836 -2.1720 -0.4234
*
```

Question: energy relative to the best compared isomer or geometry (same formula, charge and spin) of number 2 (C39H31FOP)?
Answer: 0.0 kcal/mol

Question: What is the formula in the second record?
Answer: C39H31FOP